1.
6
Properties=species:S:1:pos:R:3 method="wB97M-V/def2-TZVPD" total_energy_ha=-152.86381 smiles=O.O lumo_energy_ev=0.628 multiplicity=1 de_lowest_kj_mol=29.2 homo_energy_ha=-0.399
O -1.0443 -0.0832 -0.1388
H -1.2927 0.7441 0.2591
H -1.6268 -0.7601 0.2605
O 1.6283 -0.1577 -0.0163
H 1.4944 0.8019 -0.1595
H 0.8410 -0.5450 -0.2050

=====

2.
90
Properties=species:S:1:pos:R:3 method="wB97M-V/def2-TZVPD" charge=+1 total_energy_ha=-2950.82668 lumo_energy_ev="-4.022 / -3.868" multiplicity=2 de_lowest_kj_mol=0.0 homo_energy_ha="-0.280 / -0.283"
Ti -0.2481 -0.0303 -0.2995
C 0.7690 1.5244 -1.3474
C -0.6351 1.8781 -1.1562
C 0.3420 1.6129 0.9652
C 1.3682 1.3686 -0.0328
C -0.8939 1.9324 0.2718
C 1.4898 1.4267 -2.6445
H 0.7999 1.1794 -3.4598
H 2.2686 0.6552 -2.5907
H 1.9793 2.3827 -2.8955
C 2.7847 1.0665 0.2930
H 3.4047 0.9669 -0.6136
H 2.8471 0.1369 0.8783
H 3.2110 1.8453 0.9459
C 0.5718 1.6820 2.4335
H 1.3796 2.3970 2.6566
H 0.8907 0.7122 2.8377
H -0.3437 1.9872 2.9604
C -2.1559 2.3584 0.9370
H -2.1247 3.4299 1.2011
H -2.3101 1.7945 1.8670
H -3.0296 2.2018 0.2936
C -1.6223 2.2093 -2.2184
H -1.6721 3.2957 -2.4102
H -2.6308 1.8938 -1.9144
H -1.3587 1.7238 -3.1673
C -1.6636 -5.1372 -3.4380
C -1.8637 -4.2883 -4.4693
C -3.1702 -4.0786 -5.1741
C -4.4350 -4.1609 -4.2875
C -4.3114 -3.5369 -2.9288
C -4.0334 -4.2370 -1.8117
C -3.5860 -5.6691 -1.7943
C -2.6876 -6.1298 -2.9704
H -3.2868 -4.8017 -5.9969
H -4.7581 -5.2075 -4.2168
H -3.1428 -3.0905 -5.6574
H -3.3186 -6.4871 -3.7968
H -0.6639 -5.2650 -3.0187
H -1.0052 -3.8073 -4.9498
H -2.1440 -7.0206 -2.6251
H -3.0385 -5.8363 -0.8567
H -4.2039 -3.8153 -0.8138
H -4.4486 -6.3517 -1.7459
H -5.2432 -3.6448 -4.8259
H -4.5825 -2.4782 -2.8915
P -0.0480 -2.0789 -1.7422
C 1.2337 -3.3319 -1.8584
C -0.6417 -1.5595 -3.3757
P -2.2973 -1.4475 0.1797
C -1.5057 -2.7845 -0.8448
C -3.8017 -0.9450 -0.7109
C -2.8551 -2.1695 1.7406
H 1.6361 -3.5261 -0.8489
H 2.0496 -2.9314 -2.4853
H 0.8829 -4.2801 -2.2971
H -1.2307 -2.3683 -3.8074
H 0.2154 -1.3554 -4.0327
H -1.2942 -0.6770 -3.3430
H -3.3422 -3.1413 1.5776
H -3.5718 -1.4801 2.2121
H -1.9979 -2.2985 2.4160
H -1.1986 -3.6206 -0.1988
H -2.2095 -3.1466 -1.6021
H -4.4420 -0.3800 -0.0166
H -4.3450 -1.8231 -1.0787
H -3.5362 -0.2993 -1.5605
C 2.0020 -5.3578 1.8054
C 0.8763 -4.5386 1.9517
C 1.0286 -3.1602 2.0777
C 2.3266 -2.5865 2.1577
C 3.4447 -3.4200 1.8804
C 3.2863 -4.7928 1.7401
N 2.4825 -1.2666 2.5301
C 3.1449 -0.9555 3.6821
C 3.8719 0.2671 3.7733
C 4.6577 0.5450 4.8867
C 4.7137 -0.3586 5.9606
C 3.9420 -1.5335 5.9172
C 3.1558 -1.8189 4.8158
H 1.8810 -6.4360 1.7277
H -0.1258 -4.9741 1.9933
H 0.1705 -2.4963 2.2103
H 4.4346 -2.9593 1.8565
H 4.1697 -5.4223 1.6144
H 3.8252 0.9512 2.9253
H 5.2419 1.4666 4.9090
H 5.3451 -0.1476 6.8296
H 3.9634 -2.2420 6.7485
H 2.5505 -2.7230 4.7845

=====

3.
63
Properties=species:S:1:pos:R:3 method="wB97M-V/def2-TZVPD" total_energy_ha=-1819.61186 lumo_energy_ev=-2.232 multiplicity=1 de_lowest_kj_mol=0.0 homo_energy_ha=-0.269
C 2.6069 6.3395 1.4225
C 2.9239 5.2115 2.1880
C 2.3374 3.9757 1.8903
C 1.4435 3.8571 0.8125
P 0.8201 2.2363 0.2276
C 2.2894 1.2075 0.5327
C 2.4212 0.3525 1.6317
C 3.6302 -0.3287 1.8275
C 4.6935 -0.1535 0.9354
C 4.5453 0.6783 -0.1830
C 3.3378 1.3431 -0.3917
C -0.5185 1.6612 1.2084
C -1.3847 2.5903 1.7714
N -2.1476 3.3500 2.2559
O 0.5169 2.2996 -1.2384
C 1.1021 4.9988 0.0721
C 1.6727 6.2370 0.3839
H 3.0918 7.2941 1.6280
H 3.6484 5.2828 3.0038
H 2.5987 3.0994 2.4858
H 1.5995 0.2308 2.3363
H 3.7328 -0.9901 2.6905
H 5.6357 -0.6727 1.1061
H 5.3686 0.8095 -0.8881
H 3.2055 1.9816 -1.2670
H -0.4870 0.6433 1.5805
H 0.4069 4.9044 -0.7629
H 1.4039 7.1155 -0.2069
C 2.2606 -4.3257 -3.4441
C 1.4519 -4.7325 -2.3793
C 0.0624 -4.7056 -2.4957
C -0.4868 -4.2226 -3.6877
O -1.8148 -3.7709 -3.7218
C -2.1135 -2.8091 -2.7446
C -1.7185 -1.4855 -2.9554
C -1.7214 -0.6021 -1.8947
C -2.2963 -0.9659 -0.6404
C -2.4940 0.0337 0.3450
C -3.1234 -0.2336 1.6094
C -4.1633 0.6241 2.0378
C -4.9405 0.2956 3.1341
C -4.6363 -0.8349 3.9084
C -3.5516 -1.6478 3.5461
C -2.7731 -1.3409 2.4316
C -2.7362 -2.3174 -0.4908
C -2.6451 -3.2267 -1.5235
C 0.2990 -3.9487 -4.8110
C 1.6848 -3.9456 -4.6596
H 3.3438 -4.3149 -3.3301
H 1.8919 -5.0668 -1.4379
H -0.5968 -4.9916 -1.6726
H -1.3669 -1.1983 -3.9446
H -1.3094 0.4011 -2.0140
H -2.4504 1.0685 -0.0072
H -4.3484 1.5346 1.4626
H -5.7924 0.9248 3.3895
H -5.2167 -1.0502 4.8063
H -3.3265 -2.5419 4.1294
H -1.8978 -1.9454 2.1759
H -3.1540 -2.6480 0.4578
H -2.9335 -4.2679 -1.3937
H -0.1924 -3.6567 -5.7384
H 2.3109 -3.6399 -5.4999